(1)
2 unconnected molecules or ions with the total composition C2H6O at a distorted geometry, computed with wB97M-V/def2-TZVPD.

Output
E_HOMO: -10.228 eV
LUMO: 0.0253 Ha
ΔE to the lowest compared entry with this formula, charge and spin: 23.0 kcal/mol
strongest force on any atom: 0.089 Eh/bohr
SMILES: C=O.C

Structure (XYZ):
```
9
C2H6O, DFT wB97M-V/def2-TZVPD
C 0.2452 -1.3632 -0.8062
H 0.0261 -0.9555 0.2355
H 1.2866 -1.6977 -0.8887
H 0.0266 -0.6177 -1.5533
H -0.3697 -2.2321 -0.8909
O 0.5726 2.1687 1.6091
C -0.3758 1.6782 0.9753
H -0.5874 2.2842 0.0616
H -0.8240 0.7351 1.2577
```

***

(2)
A molecular structure, C18H26F9Na4O24S3 at a distorted geometry, computed with wB97M-V/def2-TZVPD.

Output
E_HOMO: -10.687 eV
LUMO: -0.1925 Ha
strongest force on any atom: 0.046 Eh/bohr
total charge: +1

Structure (XYZ):
```
84
C18H26F9Na4O24S3, DFT wB97M-V/def2-TZVPD
Na -5.4943 -1.3446 0.0395
Na -1.7672 0.3642 3.8843
Na -0.8719 -5.4121 -0.1532
Na -1.6296 -3.5124 3.5979
C -0.5945 -0.9811 -0.6503
F -1.0587 -1.5616 -1.7425
F 0.6867 -1.1840 -0.4456
F -0.8323 0.3110 -0.7120
S -1.5581 -1.7276 0.8018
O -1.1718 -1.0569 2.0291
O -2.9696 -1.5508 0.5425
O -1.1465 -3.1303 0.8878
C -3.6436 2.2033 1.0619
F -3.2031 1.3279 1.9895
F -3.1268 3.3824 1.3616
F -3.1461 1.8162 -0.1142
S -5.5405 2.2892 1.0203
O -5.9934 0.9423 0.6327
O -5.8775 2.7085 2.3519
O -5.8608 3.2852 0.0112
C -5.4344 -2.1113 5.4931
F -6.5923 -1.4931 5.3955
F -4.7232 -1.5431 6.4637
F -5.6399 -3.3896 5.7758
S -4.5562 -1.9647 3.8070
O -4.6786 -3.2955 3.1993
O -5.2602 -0.8883 3.1405
O -3.1381 -1.6717 4.0161
C -1.1361 2.6714 -2.5152
C -0.9565 4.0245 -3.2168
O 0.4414 4.1222 -3.4147
C 1.0321 2.9263 -3.2149
O 2.1684 2.7292 -3.4762
O 0.0936 2.0171 -2.8295
H -1.9859 2.1585 -2.9597
H -1.2704 2.7759 -1.4415
H -1.2649 4.8609 -2.5906
H -1.5100 4.1020 -4.1523
C -1.1594 -4.4586 -5.2807
C -1.1600 -3.4119 -4.1714
O 0.2248 -3.1776 -3.9840
C 0.9228 -4.2202 -4.5095
O 2.0956 -4.3138 -4.4109
O 0.0951 -5.0994 -5.1264
H -1.2878 -4.0949 -6.3022
H -1.9983 -5.1445 -5.1314
H -1.5905 -3.8524 -3.2693
H -1.7711 -2.6004 -4.5629
C 1.1715 2.6957 0.7378
O 2.2966 2.6932 -0.1218
C 3.3419 3.4751 0.2107
O 3.3361 4.2414 1.1417
O 4.3106 3.2010 -0.6310
C 5.3940 4.1045 -0.7545
H 1.5622 2.6176 1.7603
H 0.5691 1.8301 0.5045
H 0.6805 3.6692 0.7645
H 5.8241 4.4058 0.2028
H 5.1070 5.0155 -1.2791
H 6.1760 3.5788 -1.2960
C 6.2365 0.1978 -5.3371
O 4.8717 -0.0296 -5.0023
C 4.5581 0.1046 -3.7088
O 5.3197 0.4525 -2.8355
O 3.3099 -0.2379 -3.5415
C 2.6917 -0.1158 -2.2688
H 6.8310 -0.5745 -4.8476
H 6.5628 1.2107 -5.1042
H 6.3090 0.0843 -6.4175
H 3.0542 -0.8491 -1.5462
H 1.6329 -0.2601 -2.4384
H 2.9123 0.8826 -1.9053
C -0.1429 -1.0193 7.6383
O 0.9269 -1.5120 6.8276
C 0.8259 -1.4099 5.5105
O -0.1814 -1.0223 4.9388
O 1.9475 -1.7476 4.9429
C 2.1268 -1.4849 3.5411
H -0.0331 -1.6001 8.5494
H -1.1259 -1.2636 7.2289
H -0.0966 0.0581 7.7740
H 3.1230 -1.8497 3.3247
H 2.0471 -0.4091 3.3869
H 1.3628 -1.9595 2.9253
```

***

(3)
A single CH3NO3 molecule at a distorted geometry, computed with wB97M-V/def2-TZVPD.

Output
E_HOMO: -10.377 eV
LUMO: -0.0202 Ha
ΔE to the lowest compared entry with this formula, charge and spin: 35.5 kcal/mol
strongest force on any atom: 0.078 Eh/bohr
SMILES: NC(=O)OO

Structure (XYZ):
```
8
CH3NO3, DFT wB97M-V/def2-TZVPD
C -0.3606 0.0177 0.0037
N -0.6855 -1.2030 -0.5000
O -1.2150 0.8113 0.4053
O 0.9782 1.7489 0.6773
O 0.9501 0.2553 0.0288
H 1.9414 1.7263 0.5520
H 0.0415 -1.8650 -0.7160
H -1.6501 -1.4915 -0.4513
```